[1]
The molecule C5H9NO. Source: the OMol25 dataset; level of theory: ωB97M-V with the def2-TZVPD basis set.

XYZ file:
```
16
Properties=species:S:1:pos:R:3:forces:R:3
C 0.521370 -2.040308 -2.006310 1.93 0.95 2.60
N 0.075382 -2.065427 -0.622975 -1.90 5.15 0.51
C -0.521428 -0.352180 -0.464466 1.63 -5.09 -2.07
O 0.181150 0.679662 -0.992752 -0.61 -0.62 0.73
C -0.263694 0.656314 0.467892 -0.76 2.26 0.71
C 0.779641 0.359688 1.487545 1.78 3.29 -1.11
C -1.287223 1.758848 0.899866 0.78 -1.77 0.58
H 1.149750 -2.893443 -2.137663 0.06 -0.81 -0.55
H 1.115829 -1.138764 -2.177539 0.20 0.05 -0.24
H -0.320830 -1.952086 -2.579028 -2.00 -0.38 -2.06
H 0.863235 1.245258 2.191138 0.02 -1.49 -0.46
H 1.763568 0.187303 0.986309 -0.76 0.06 0.43
H 0.432487 -0.527324 1.853914 -0.37 -2.28 2.00
H -0.719769 2.502484 1.440615 0.02 0.07 0.57
H -2.059904 1.265863 1.553301 0.68 0.73 -0.63
H -1.709564 2.314114 0.100153 -0.69 -0.11 -1.00
```
Positions in Å, forces in eV/Å.

Results
- HOMO-LUMO gap (alpha / beta) (eV) = 8.13 / 9.37
- energy relative to the best compared isomer or geometry (same formula, charge and spin) (eV) = 7.1097
- E_HOMO (alpha / beta) (eV) = -8.1 / -9.5
- calculated total energy (eV) = -8862.103
- SMILES = C/N=C1\OC1(C)C

Results of the Mulliken charge analysis, in e, for atoms 1 through 5:
1. C -0.72
2. N -0.31
3. C -0.27
4. O -0.44
5. C 1.37

[2]
A structure of composition C4H9NO. Source: the OMol25 dataset; level of theory: ωB97M-V with the def2-TZVPD basis set.

XYZ file:
```
15
Properties=species:S:1:pos:R:3:forces:R:3
N 0.545703 -0.155785 -2.140702 -0.05 0.07 0.16
C -0.419222 -1.561180 -0.447445 -1.61 0.83 -1.25
C -0.528962 -0.816607 -1.596172 0.05 -0.64 0.99
O 0.662103 -1.578375 0.282549 1.54 2.52 1.42
H 0.731503 -0.322579 0.771291 -0.24 -2.81 -0.80
H 1.453745 -0.384676 -1.759847 -0.15 0.24 -0.39
H 0.413470 0.411625 -2.960288 0.40 -0.21 0.19
H -1.310801 -2.044116 -0.044057 -0.01 -0.02 -0.15
H -1.480390 -0.707889 -2.095871 0.00 -0.16 -0.10
C 0.283673 0.990118 1.047170 -1.11 1.53 0.23
C -0.195245 1.221283 2.307467 0.51 -0.69 -0.80
H 0.275317 1.909426 2.996737 0.21 -0.08 0.01
H 1.070399 1.645242 0.688112 0.16 -0.07 0.10
H -0.472099 0.740000 0.247907 0.46 -0.62 0.52
H -1.029198 0.653513 2.703147 -0.15 0.12 -0.14
```
Positions in Å, forces in eV/Å.

Results
- HOMO-LUMO gap (alpha / beta) (eV) = 6.70 / 6.71
- energy relative to the best compared isomer or geometry (same formula, charge and spin) (eV) = 4.5048
- E_HOMO (alpha / beta) (eV) = -7.0 / -7.0
- calculated total energy (eV) = -7827.815

Results of the Mulliken charge analysis, in e, for atoms 1 through 5:
1. N -0.36
2. C -0.29
3. C -0.22
4. O -0.64
5. H 0.36

[3]
A cluster of 2 separate species, C3H10N3 in total. Source: the OMol25 dataset; level of theory: ωB97M-V with the def2-TZVPD basis set.

XYZ file:
```
16
Properties=species:S:1:pos:R:3:forces:R:3
N -0.495915 -1.225178 -1.360043 0.74 -2.08 0.15
C -1.632900 -0.445081 -1.148889 -2.04 3.14 -0.67
N -2.795492 -0.835064 -1.457223 0.64 0.15 -0.06
H -0.867800 -2.212367 -1.308400 0.89 1.03 -0.48
H -0.054566 -1.067592 -2.299828 -0.69 -0.16 1.13
H -1.447979 0.626979 -0.795584 0.05 -1.33 -0.43
H -3.489980 -0.076433 -1.416051 0.30 -0.48 0.53
C 1.349017 0.959801 0.736691 0.02 1.67 2.17
C 1.178575 1.742069 1.831437 0.07 -1.33 -1.55
N 1.162747 -0.488775 0.736610 -1.83 1.02 -0.69
H 1.648045 1.429493 -0.177000 0.10 -0.33 -0.59
H 1.331744 2.817697 1.668378 -0.14 -0.58 0.46
H 0.881601 1.327093 2.808087 0.20 0.46 -0.49
H 1.995317 -1.010328 0.664197 1.60 -0.65 -0.55
H 0.786229 -0.763954 1.624106 -0.62 -0.21 0.64
H 0.451355 -0.778360 -0.106491 0.72 -0.33 0.45
```
Positions in Å, forces in eV/Å.

Results
- HOMO-LUMO gap (eV) = 11.03
- energy relative to the best compared isomer or geometry (same formula, charge and spin) (eV) = 2.7028
- E_HOMO (eV) = -14.2
- calculated total energy (eV) = -7735.562
- charge = +1

Results of the Mulliken charge analysis, in e, for atoms 1 through 5:
1. N -0.71
2. C 0.05
3. N -0.53
4. H 0.30
5. H 0.29